(1)
26
Properties=species:S:1:pos:R:3:forces:R:3:nbo_charge:R:1 method="wB97M-V/def2-TZVPD" total_energy_ha=-490.028336 spin_multiplicity=1 total_charge=+2 homo_lumo_gap_ev=11.6 largest_force_ev_per_a=1.85
C 1.97166 1.32347 1.58324 0.37 1.55 0.30 -0.4533
C 2.31973 0.03535 -0.48068 1.55 1.02 -0.04 0.6744
N 1.90800 1.13619 0.12953 -1.12 -0.58 0.95 -0.5505
N 2.80948 -0.96827 0.26367 -0.57 -0.43 -0.23 -0.7630
N 2.52564 0.06641 -1.80156 -0.28 -0.56 -0.59 -0.7638
H 1.86666 2.01861 -0.35490 -0.07 -0.27 -0.51 0.4362
H 2.31886 -1.19830 1.11521 0.40 0.17 0.23 0.4267
H 3.24164 -1.75633 -0.19692 -0.17 -0.03 -0.05 0.4297
H 1.92591 0.55114 -2.45257 0.12 0.51 0.37 0.4313
H 2.99813 -0.69992 -2.24624 0.10 -0.32 0.06 0.4254
H 2.99978 1.57982 1.83881 0.08 -0.31 0.21 0.2420
H 1.58431 0.59885 2.28966 -0.08 -0.73 -0.60 0.2253
H 1.40011 2.22420 1.80663 -0.04 0.00 -0.11 0.2393
C -2.16592 -0.28232 -1.84691 0.64 0.93 -0.22 -0.4365
C -2.33976 -0.33482 0.57679 -0.76 0.83 -0.89 0.6721
N -2.46351 0.34850 -0.56530 0.25 -0.44 0.12 -0.5457
N -2.05413 -1.63710 0.51923 0.03 -0.75 0.18 -0.7812
N -2.52336 0.27396 1.74181 0.24 -0.44 -0.43 -0.7462
H -2.54979 1.35218 -0.55052 -0.08 -0.02 0.18 0.4287
H -1.97076 -2.09198 -0.37468 0.06 0.24 -0.14 0.4251
H -2.42670 -2.28295 1.20208 0.13 0.30 0.37 0.4368
H -2.85796 1.21720 1.81299 -0.11 0.08 0.09 0.4379
H -2.37941 -0.27825 2.55533 -0.10 0.00 0.80 0.4271
H -2.31293 0.43219 -2.65386 -0.66 -0.07 0.09 0.2598
H -2.73117 -1.18945 -2.00375 -0.20 -0.06 -0.19 0.2303
H -1.09452 -0.43835 -1.90707 0.28 -0.64 0.07 0.1922

=====

(2)
23
Properties=species:S:1:pos:R:3:forces:R:3:nbo_charge:R:1 method="wB97M-V/def2-TZVPD" total_energy_ha=-367.000277 spin_multiplicity=1 total_charge=+1 homo_lumo_gap_ev=12.4 largest_force_ev_per_a=1.40
C -1.90739 -0.81147 2.00987 0.02 -0.89 -0.27 -0.6331
C -0.69665 -0.89640 1.08399 -0.57 -0.42 0.58 -0.0476
N -0.65691 0.35733 0.26451 0.59 1.19 0.44 -0.5305
C -0.35119 1.73789 0.86823 -0.45 -0.70 -0.85 -0.4098
C -0.67108 -2.08020 0.11386 0.15 0.36 0.47 -0.6269
H -1.83348 0.05926 2.65512 -0.20 0.05 0.04 0.2221
H -2.86981 -0.86674 1.49246 0.11 0.32 -0.10 0.2239
H -1.87953 -1.70468 2.63432 -0.02 0.12 0.20 0.2464
H 0.14113 -1.01416 1.77479 0.46 0.78 -0.47 0.2273
H -1.54824 0.52265 -0.19332 -0.28 -0.75 -0.06 0.4239
H 0.02614 0.23078 -0.49603 0.17 -0.07 -0.43 0.4761
H -0.68863 1.88052 1.88714 0.28 -0.49 0.19 0.2409
H -0.95498 2.41159 0.26345 0.34 0.27 -0.03 0.2270
H 0.70231 1.88983 0.68824 0.16 0.34 0.43 0.2270
H -1.37599 -1.87704 -0.68920 -0.23 -0.56 -0.05 0.2181
H 0.31265 -2.26559 -0.31660 0.08 0.42 -0.09 0.2294
H -0.86250 -2.98424 0.68673 -0.56 -0.06 -0.20 0.2485
H 1.74512 -0.46314 -2.22570 -0.02 -0.20 -0.06 0.4924
H 1.50620 1.01940 -2.21525 0.06 -0.20 -0.36 0.5098
O 1.04833 0.17623 -2.05580 -0.21 0.32 0.55 -0.9771
H 3.58508 2.06614 -2.11096 0.56 -0.16 -0.19 0.4837
H 3.92657 0.97549 -3.19591 0.74 -0.28 0.05 0.4911
O 3.30285 1.63657 -2.92393 -1.18 0.60 0.22 -0.9625

=====

(3)
23
Properties=species:S:1:pos:R:3:forces:R:3:nbo_charge:R:1 method="wB97M-V/def2-TZVPD" total_energy_ha=-367.004335 spin_multiplicity=1 total_charge=+1 homo_lumo_gap_ev=12.1 largest_force_ev_per_a=1.29
C -1.49920 -1.77692 1.14804 -0.72 -0.04 -1.07 -0.6455
C -0.03459 -1.45391 1.15824 0.55 0.00 1.17 -0.2244
N 0.31488 -0.32905 0.24404 0.19 0.26 -0.84 -0.4987
C -0.31161 1.03698 0.46673 -0.51 -0.51 -0.11 -0.2210
C 0.57292 2.09282 -0.16000 -0.05 -0.52 -0.16 -0.6258
H -2.10188 -0.87606 1.01390 0.06 0.03 0.17 0.2217
H -1.84121 -2.24074 2.05574 0.15 -0.20 0.45 0.2544
H -1.78973 -2.44229 0.32906 0.20 0.04 0.03 0.2326
H 0.26007 -1.14158 2.15971 -0.04 0.39 0.02 0.2179
H 0.66010 -2.27596 0.96766 -0.38 0.01 -0.50 0.2469
H 0.10579 -0.59628 -0.72645 -0.11 -0.07 0.25 0.4284
H 1.32742 -0.21212 0.22359 0.25 -0.29 0.32 0.4459
H -0.50797 1.14597 1.53031 0.27 0.06 0.08 0.2224
H -1.26772 0.98326 -0.04727 -0.09 0.23 0.04 0.2412
H 0.68022 1.83590 -1.21921 -0.04 0.34 0.02 0.2143
H 0.11660 3.08133 -0.06920 0.20 -0.18 -0.01 0.2621
H 1.56963 2.06547 0.28012 0.01 0.31 0.15 0.2141
H -2.69205 2.32071 -2.62657 0.00 -0.31 0.29 0.4861
H -1.35597 1.91161 -3.14532 0.08 -0.20 0.05 0.4743
O -1.97192 1.70018 -2.43266 -0.02 0.46 -0.30 -0.9573
H 3.62968 -2.07888 0.11862 -0.33 -0.06 -0.06 0.4973
H 3.27057 -1.03252 -0.90966 0.00 -0.23 -0.11 0.4800
O 2.86596 -1.71794 -0.35943 0.34 0.46 0.13 -0.9669

=====

(4)
25
Properties=species:S:1:pos:R:3:forces:R:3:nbo_charge:R:1 method="wB97M-V/def2-TZVPD" total_energy_ha=-1180.826828 spin_multiplicity=1 homo_lumo_gap_ev="6.8 / 6.9" largest_force_ev_per_a=3.45
C -0.58682 -0.21446 2.93866 -0.90 -0.31 -1.80 -0.6175
C -1.50754 0.81159 2.27962 0.40 0.96 -2.33 -0.3843
C -1.05718 1.39975 0.82863 -0.68 1.27 1.75 -0.3843
C -1.39140 0.47963 -0.31750 -2.43 1.44 0.30 -0.8813
O 3.65503 -3.00199 -0.70303 -1.64 -0.28 -1.12 -1.1059
O 1.39289 0.25542 -4.18711 0.54 0.60 1.35 -1.0941
Si -1.09277 1.00532 -2.05571 -1.16 2.18 -0.18 0.5889
Si 2.17426 -2.47008 -0.10011 0.16 -2.17 -2.50 1.0687
Si 1.17651 0.65067 -2.53666 0.42 0.23 -2.30 0.8406
H -0.98507 -0.34128 3.90958 -0.14 -0.58 1.20 0.2121
H -0.56602 -1.20465 2.40302 0.23 1.00 0.51 0.2001
H 0.37378 0.26095 3.01364 0.73 -0.22 0.05 0.2048
H -1.60766 1.64988 3.01068 -0.32 -0.50 -0.81 0.1999
H -2.46179 0.44742 1.86585 -0.19 -0.28 1.51 0.1978
H -1.75773 2.31038 0.71986 1.53 -0.95 0.04 0.2054
H 0.01519 1.68634 0.83939 -0.57 0.16 -0.09 0.1957
H -2.48187 0.22608 -0.25602 0.70 0.16 -0.05 0.2276
H -0.90152 -0.41011 -0.26653 1.52 -2.92 0.56 0.2148
H 4.29549 -3.15584 -0.03873 1.13 -0.22 0.91 0.4863
H 0.85836 -0.30579 -4.72256 -0.65 -0.72 -0.17 0.4973
H -1.36570 2.59629 -2.04341 0.32 -1.58 -0.29 -0.1364
H -2.23223 0.36245 -2.85369 0.93 0.20 0.04 -0.1238
H 1.41889 -3.61579 0.50270 0.07 0.47 0.25 -0.2002
H 2.69943 -1.38566 0.51150 0.23 2.54 2.31 -0.2354
H 1.93549 1.96349 -2.74208 -0.24 -0.48 0.83 -0.1766

=====

(5)
25
Properties=species:S:1:pos:R:3:forces:R:3:nbo_charge:R:1 method="wB97M-V/def2-TZVPD" total_energy_ha=-1180.820749 spin_multiplicity=1 homo_lumo_gap_ev="7.2 / 6.0" largest_force_ev_per_a=4.98
C -3.10151 2.29084 -1.80261 4.41 2.31 -0.15 -0.6122
C -2.42932 2.05508 -0.38947 -2.93 1.10 0.19 -0.3891
C -1.00034 1.55193 -0.23206 -0.78 -0.07 -0.48 -0.4039
C 0.05465 2.51660 -0.70651 1.11 1.10 0.89 -0.8374
O -0.01147 -4.19995 1.41591 -2.14 0.09 -2.30 -1.1167
O 3.95396 -2.63040 2.07362 1.53 0.83 -1.87 -1.1072
Si 1.83895 1.82472 -0.95795 -1.84 0.27 0.65 0.6743
Si 1.51701 -4.64670 1.77986 -0.94 -0.99 1.72 0.9248
Si 2.41116 -2.63349 1.38351 1.73 -0.35 0.16 0.8516
H -2.44213 3.08442 -2.38432 -1.43 -1.39 0.99 0.1835
H -3.03394 1.43864 -2.37288 0.80 -2.40 -1.37 0.1961
H -4.10418 2.51525 -2.01503 -1.61 1.00 1.14 0.2228
H -3.10490 1.33718 0.10157 0.32 0.01 0.10 0.2018
H -2.60435 2.99792 0.18523 0.45 -0.55 -0.24 0.1937
H -0.89399 1.35146 0.83157 0.23 -0.36 0.02 0.2114
H -0.93689 0.63147 -0.80983 0.18 -0.34 0.19 0.1976
H 0.09861 3.40965 -0.00070 -0.04 -0.97 -0.78 0.2308
H -0.28159 2.91665 -1.64943 0.17 0.26 -0.56 0.2313
H -0.39264 -4.15022 0.50211 0.73 -0.06 1.43 0.5095
H 4.73995 -2.45751 1.44905 -1.94 -0.30 1.58 0.5090
H 2.36375 2.04114 -2.27383 0.64 -0.01 -0.45 -0.1499
H 2.48886 1.24654 0.21884 0.33 0.01 -0.14 -0.1494
H 1.10445 -5.38386 3.08771 1.00 0.68 -0.58 -0.1694
H 2.18464 -5.64246 0.96551 0.22 -0.44 -0.49 -0.2018
H 1.58128 -1.46489 1.60012 -0.21 0.57 0.34 -0.2014

=====

(6)
23
Properties=species:S:1:pos:R:3:forces:R:3:lowdin_spin:R:1 method="wB97M-V/def2-TZVPD" total_energy_ha=-387.290251 spin_multiplicity=2 s2=0.75 total_charge=+1 homo_lumo_gap_ev="11.3 / 4.2" largest_force_ev_per_a=1.87
C -0.45182 -0.30209 -2.18658 0.32 -0.22 -0.08 0.0750
C -1.17817 -0.91767 -1.03977 -0.71 0.03 0.22 0.2020
C -0.08654 -1.47019 -0.00547 1.51 -1.07 0.28 0.2832
C -0.23372 -2.76230 0.76355 1.10 0.82 -0.10 0.0548
H 0.18759 -1.03967 -2.67257 0.24 0.14 0.18 0.0000
H -1.16175 -0.01693 -2.98213 -0.24 0.20 0.33 0.0401
H 0.10754 0.58266 -1.89199 0.07 0.21 -0.25 0.0106
H -1.94546 -0.31767 -0.55854 0.03 0.24 -0.14 0.0029
H -1.67729 -1.85838 -1.32599 0.08 -0.22 0.34 0.0449
H 0.92440 -1.51610 -0.42906 -0.23 0.17 -0.47 0.0077
H 0.08418 -0.53571 0.63402 -0.54 0.35 -0.13 0.0958
H -0.55490 -3.58385 0.11857 -0.47 -0.07 0.28 0.0236
H 0.80603 -3.02239 1.00090 -0.17 -0.19 0.09 0.0076
H -0.73238 -2.65061 1.72464 -0.75 -0.23 -0.33 0.0121
H -1.24587 1.63524 2.48834 0.09 0.21 0.20 -0.0001
H -1.31844 2.58473 1.30556 -0.15 0.32 0.19 0.0000
O -0.75788 2.34911 2.05515 -0.15 -0.49 -0.63 -0.0007
H 0.77795 2.91147 -0.12336 0.02 0.13 0.08 0.0000
H 2.14894 2.98312 -0.80849 0.01 0.14 0.02 0.0000
O 1.39033 3.51775 -0.54761 -0.01 -0.17 -0.17 0.0011
H 2.35691 0.82672 1.25519 -0.31 0.38 0.21 -0.0014
H 0.90328 1.47524 1.36383 0.08 0.42 0.28 -0.0039
O 1.65707 1.12752 1.86182 0.20 -1.08 -0.40 0.1447